# 1
# C4H10ClN

A 2-piece molecular cluster, C4H10ClN overall (wB97M-V/def2-TZVPD, the Open Molecules 2025 dataset).

The SMILES is C/C=C(/C)Cl.N. The energy above the lowest of the compared OMol25 structures with the same formula, charge and spin is 168.4 kJ/mol. As for the spin multiplicity: 1. The HOMO-LUMO gap is 10.276 eV. As for the LUMO energy: 0.83 eV. As for the energy: -673.29531 Eh.

Atoms and positions in Å:
C: -0.026 1.788 1.061
C: -0.369 0.964 -0.149
C: -0.888 -0.200 -0.067
C: -1.016 -1.275 -1.206
Cl: -1.618 -0.715 1.445
H: 0.757 2.435 0.914
H: 0.367 0.963 1.818
H: -0.937 2.272 1.597
H: 0.050 1.241 -1.079
H: 0.053 -1.638 -1.184
H: -1.707 -2.055 -0.980
H: -1.154 -0.689 -2.188
N: 1.792 -1.392 0.849
H: 1.240 -0.645 0.303
H: 1.265 -1.951 1.581
H: 2.402 -0.733 1.321

These are the natural (NBO) partial charges, in e, on atoms 1 to 8: C -0.6405; C -0.2757; C 0.0277; C -0.6539; Cl -0.0402; H 0.2139; H 0.2186; H 0.2323

# 2
# C3H4N2O

One molecule with the formula C3H4N2O (wB97M-V/def2-TZVPD, the Open Molecules 2025 dataset).

The energy above the lowest of the compared OMol25 structures with the same formula, charge and spin is 357.4 kJ/mol. As for the spin multiplicity: 1. The HOMO-LUMO gap is 8.783 eV. As for the LUMO energy: 0.51 eV. As for the energy: -301.35112 Eh.

Atoms and positions in Å:
O: 1.310 -0.396 1.446
C: 0.375 -0.137 0.518
C: -0.968 0.174 0.576
C: -1.430 0.459 -0.738
N: -0.282 0.348 -1.495
N: 0.773 -0.167 -0.777
H: 0.897 -0.312 2.318
H: -1.570 0.195 1.475
H: -0.825 -0.178 -2.239
H: 1.720 0.013 -1.083

These are the natural (NBO) partial charges, in e, on atoms 1 to 8: O -0.6470; C 0.5075; C -0.5114; C -0.0352; N -0.4630; N -0.4162; H 0.4998; H 0.2216

Among the records above, which one has the highest LUMO? C4H10ClN